(w)
C21H35AsBMnO10P2 | wB97M-V/def2-TZVPD

Geometry (Å):
Mn: -0.06935 0.18074 0.38374
C: -1.91043 -1.27140 0.93063
C: -2.40158 -0.37664 -0.04248
C: -2.35326 0.91708 0.48945
C: -1.83182 0.82873 1.80495
C: -1.56326 -0.51452 2.07370
C: -1.12087 -1.10093 3.37838
C: -1.73788 1.96490 2.77840
C: -2.89221 2.16071 -0.15958
C: -2.98564 -0.73752 -1.37401
C: -1.83519 -2.77193 0.85465
H: -1.95499 -1.58938 3.89531
H: -0.72243 -0.33698 4.04960
H: -0.33596 -1.84899 3.23834
H: -2.62472 2.02205 3.42180
H: -1.64982 2.92425 2.26034
H: -0.86834 1.87367 3.43270
H: -3.78498 2.53146 0.36035
H: -3.18170 1.96413 -1.19640
H: -2.16516 2.97499 -0.17722
H: -4.06464 -0.55310 -1.40268
H: -2.82850 -1.79260 -1.60345
H: -2.53081 -0.16366 -2.18618
H: -0.87539 -3.15661 1.20614
H: -1.96608 -3.13527 -0.16627
H: -2.61081 -3.24019 1.47300
C: 4.13873 -3.09274 -0.64985
C: 3.64091 -2.17472 0.47034
O: 4.25771 -2.54515 1.71591
P: 4.11404 -0.47194 0.15024
O: 3.74996 0.37965 1.42639
O: 5.72198 -0.47104 0.21214
O: 3.61909 0.00871 -1.15149
P: 1.80256 -2.31510 0.73638
O: 1.15814 -2.52861 -0.71308
O: 1.70920 -3.55130 1.55872
O: 1.30850 -0.99214 1.30890
H: 5.22966 -3.10589 -0.65684
H: 3.77736 -2.75638 -1.62203
H: 3.76678 -4.10413 -0.47941
H: 3.59137 -3.09024 2.16877
H: 2.78770 0.54960 1.47529
H: 6.02531 -0.75640 1.08005
H: 0.82188 -1.70852 -1.13949
C: -0.37636 0.80338 -4.25426
As: 0.93304 0.42328 -2.92192
C: 2.07902 -0.82946 -3.78260
C: 1.77968 2.10642 -2.67866
O: 0.06580 -0.25336 -1.63847
H: 0.09960 1.26641 -5.11825
H: -1.10982 1.48623 -3.82676
H: -0.87295 -0.11941 -4.54831
H: 2.03098 -0.66788 -4.85853
H: 1.69742 -1.81907 -3.53177
H: 3.08934 -0.72147 -3.40310
H: 2.27473 2.35676 -3.61805
H: 2.49803 2.04555 -1.86566
H: 0.99689 2.82482 -2.45020
O: 1.91388 2.58594 1.03262
B: 0.70222 2.09319 0.44741
O: 0.11628 3.21733 -0.23900
C: 0.95360 4.29002 -0.06332
C: 0.81163 5.57472 -0.53338
C: 1.82714 6.48835 -0.21198
C: 2.92290 6.10014 0.55247
C: 3.04347 4.78560 1.02526
C: 2.03872 3.90811 0.69648
H: -0.04817 5.86035 -1.12724
H: 1.75318 7.51127 -0.56046
H: 3.69590 6.82191 0.78607
H: 3.88980 4.46533 1.61887

The frontier orbital gap (alpha / beta) comes out at 6.3 / 6.1 eV. Its total charge is -1. As for the LUMO energy (alpha / beta): 2.4 / 2.4 eV. The spin multiplicity is 2. The value obtained for the highest occupied orbital energy (alpha / beta) is -3.91 / -3.66 eV.

(x)
C21H35AsBMnO10P2 | wB97M-V/def2-TZVPD

Geometry (Å):
Mn: -0.42222 -0.05188 -0.04650
C: -2.38558 0.62573 0.77309
C: -2.37840 0.59471 -0.65002
C: -1.39023 1.53121 -1.09204
C: -0.74722 2.06000 0.04933
C: -1.39392 1.51826 1.20191
C: -1.10365 1.83014 2.63353
C: 0.38192 3.04095 0.01430
C: -1.18755 2.00715 -2.49889
C: -3.44987 -0.04421 -1.48359
C: -3.29008 -0.15485 1.67052
H: -2.03501 1.94515 3.19250
H: -0.53644 2.75694 2.72534
H: -0.50992 1.04029 3.09257
H: 0.03561 4.05704 -0.19946
H: 1.10692 2.75554 -0.74905
H: 0.91283 3.04836 0.96634
H: -0.76135 3.01159 -2.49668
H: -2.14088 2.05361 -3.02934
H: -0.52676 1.35987 -3.07347
H: -4.39490 0.49223 -1.35490
H: -3.61943 -1.08323 -1.19599
H: -3.19595 -0.02487 -2.54189
H: -3.82333 0.51781 2.34809
H: -2.72720 -0.88012 2.25874
H: -4.03053 -0.71391 1.09918
C: 2.21196 -3.24144 3.22539
C: 1.25909 -2.19711 2.67791
O: 0.56442 -1.59812 3.79986
P: 2.11121 -0.80905 1.85523
O: 3.01466 -1.21983 0.73875
O: 3.01771 -0.17244 3.03434
O: 1.05216 0.21640 1.48031
P: -0.04460 -2.91287 1.59709
O: 0.84046 -3.47081 0.36917
O: -0.78935 -3.98182 2.29665
O: -0.84533 -1.69703 1.13570
H: 2.85986 -2.79620 3.98240
H: 2.83275 -3.63751 2.42163
H: 1.63474 -4.05251 3.67003
H: -0.26343 -1.24093 3.44844
H: 2.02621 -0.07846 -0.30596
H: 2.44981 0.18636 3.72897
H: 0.25182 -3.65962 -0.37613
C: 1.76613 0.21296 -3.98711
As: 2.69208 -0.38078 -2.36822
C: 2.29681 -2.29194 -2.46655
C: 4.50830 1.73752 -0.32532
O: 1.48466 0.14125 -1.10143
H: 2.39634 -0.10674 -4.82082
H: 1.70989 1.30131 -3.99867
H: 0.77415 -0.21587 -4.09045
H: 3.03878 -2.74524 -3.12829
H: 1.30169 -2.51585 -2.84759
H: 2.41967 -2.69179 -1.45954
H: 5.34602 1.77467 -1.00232
H: 4.37916 0.90012 0.34311
H: 3.72590 2.47630 -0.40425
O: -1.02869 -1.05182 -2.87911
B: -0.89512 -1.39604 -1.49641
O: -1.25920 -2.76543 -1.39950
C: -1.57483 -3.20858 -2.64836
C: -1.97234 -4.46495 -3.04655
C: -2.22925 -4.64096 -4.40676
C: -2.09204 -3.59408 -5.31044
C: -1.69016 -2.32413 -4.89377
C: -1.43630 -2.16193 -3.54949
H: -2.07755 -5.26969 -2.33135
H: -2.54241 -5.61329 -4.76453
H: -2.29985 -3.76686 -6.35864
H: -1.57822 -1.50166 -5.58779

The frontier orbital gap (alpha / beta) comes out at 7.9 / 8.2 eV. Its total charge is -1. As for the LUMO energy (alpha / beta): 2.6 / 2.5 eV. The spin multiplicity is 2. The value obtained for the highest occupied orbital energy (alpha / beta) is -5.35 / -5.61 eV.

Which one sits at the top of the stability order? (w) does.

(w)
C4H9NO | wB97M-V/def2-TZVPD

Geometry (Å):
N: 0.11644 2.50278 -1.41257
C: 0.30995 1.54020 -0.56475
C: 1.35795 1.41244 0.35452
C: 1.20380 0.34712 1.26834
C: 2.14948 -0.39815 1.87318
H: -0.85634 2.71188 -1.61439
H: 0.69308 3.33405 -1.37213
H: -0.54562 0.88457 -0.43597
H: 1.97241 2.28632 0.48223
H: 0.24840 -0.10701 1.11063
H: 1.95234 -1.33864 2.37857
H: 3.21166 -0.17415 1.92422
H: -4.01240 -4.97809 -1.42643
H: -3.30818 -4.30543 -0.22814
O: -3.83552 -4.13703 -1.00400

The frontier orbital gap (alpha / beta) comes out at 9.3 / 6.5 eV. Its total charge is +1. As for the LUMO energy (alpha / beta): -4.2 / -7.0 eV. The spin multiplicity is 2. The value obtained for the highest occupied orbital energy (alpha / beta) is -13.53 / -13.53 eV.

(x)
C4H9NO | wB97M-V/def2-TZVPD

Geometry (Å):
C: -0.55003 1.04397 1.56564
C: -0.88089 2.77636 -0.13347
N: -0.38115 2.39903 0.94265
H: 0.19070 0.33640 1.19509
H: -0.23592 1.27446 2.58129
H: -1.60863 0.83030 1.44754
H: -0.32444 3.45430 -0.78658
H: -1.91084 2.51828 -0.40110
O: 1.10859 -2.43412 0.24863
C: 0.32785 -2.33761 -0.65398
C: 0.53313 -1.31384 -1.79265
H: -0.59272 -2.93572 -0.77773
H: 0.91129 -0.33854 -1.49520
H: 1.12369 -1.88770 -2.50503
H: -0.43534 -1.06351 -2.23696

The frontier orbital gap (alpha / beta) comes out at 6.9 / 4.2 eV. Its total charge is +1. As for the LUMO energy (alpha / beta): -6.0 / -8.7 eV. The spin multiplicity is 2. The value obtained for the highest occupied orbital energy (alpha / beta) is -12.92 / -12.92 eV.

(y)
C4H9NO | wB97M-V/def2-TZVPD

Geometry (Å):
O: 1.00531 -0.00070 2.11445
C: 0.41407 -0.65762 1.06106
C: -0.92646 -0.43183 0.37527
C: 0.28438 0.28270 -0.17710
C: 0.94244 -0.22014 -1.39133
N: -1.63949 -1.03044 -0.66592
H: 0.73339 -1.74498 1.02885
H: -1.60063 0.13198 1.05305
H: -0.54939 2.69776 1.37085
H: 0.60947 1.25467 0.10284
H: 0.23903 -1.03137 -1.77389
H: 1.89406 -1.01112 -1.21559
H: 1.23631 0.51635 -2.13187
H: -0.99350 3.30111 0.91800
H: -1.64899 -2.05638 -0.66867

The frontier orbital gap (alpha / beta) comes out at 7.8 / 7.0 eV. Its total charge is +1. As for the LUMO energy (alpha / beta): -8.4 / -9.0 eV. The spin multiplicity is 2. The value obtained for the highest occupied orbital energy (alpha / beta) is -16.17 / -15.98 eV.

Which one sits at the top of the stability order? (w) does.

(w)
C13H9F5N4O3OsSbSe5 | wB97M-V/def2-TZVPD

Geometry (Å):
Os: -1.95218 0.64012 1.32267
N: -0.14376 1.77865 1.00194
N: -0.10519 2.82114 1.96096
C: -1.06654 2.80841 2.97208
O: -0.97434 3.53481 3.92568
O: -2.08112 1.97642 2.74552
H: 0.70245 1.15530 1.02398
H: -0.10013 2.19862 0.07396
H: 0.81452 3.12704 2.23988
Se: -1.77706 -3.56771 3.16242
Sb: -3.87420 -3.04414 4.27823
Se: -3.95595 -0.43256 4.11206
Se: -3.99225 -0.44778 1.77945
Se: -4.00746 -3.34306 6.65543
F: 4.80351 4.55936 -2.81531
C: 4.21786 3.52019 -2.20695
C: 4.96019 2.65191 -1.42491
F: 6.27469 2.86176 -1.28291
C: 4.34786 1.58200 -0.79972
F: 5.12935 0.78882 -0.06156
C: 2.98016 1.31464 -0.91434
Se: 2.19370 -0.17978 -0.05389
C: 2.28137 2.21611 -1.70909
F: 0.94432 2.07006 -1.89734
C: 2.86328 3.29674 -2.34644
F: 2.12321 4.12449 -3.09759
N: -1.83540 -4.90785 -0.07731
C: -1.43477 -4.33909 -1.22500
O: -1.13823 -4.97809 -2.22219
C: -1.36349 -2.82935 -1.26918
C: -1.00134 -2.25239 -2.47879
C: -0.93241 -0.87605 -2.58370
C: -1.23465 -0.11720 -1.47659
N: -1.60447 -0.66255 -0.30694
C: -1.65314 -2.00220 -0.19940
H: -1.84760 -5.91342 -0.05265
H: -2.03106 -4.41860 0.79136
H: -0.77034 -2.90983 -3.30592
H: -0.63097 -0.38729 -3.49834
H: -1.19198 0.96123 -1.51904
H: -1.93644 -2.37888 0.77946

The frontier orbital gap (alpha / beta) comes out at 6.8 / 5.2 eV. Its total charge is -1. As for the LUMO energy (alpha / beta): 1.6 / -0.1 eV. The spin multiplicity is 5. The value obtained for the highest occupied orbital energy (alpha / beta) is -5.25 / -5.34 eV.

(x)
C13H9F5N4O3OsSbSe5 | wB97M-V/def2-TZVPD

Geometry (Å):
Os: -1.61898 0.53878 1.85970
N: -1.86272 0.70516 -0.29792
N: -2.98627 1.52100 -0.54398
C: -3.65065 2.07622 0.55830
O: -4.50502 2.91128 0.39196
O: -3.30395 1.56334 1.72105
H: -0.96573 1.09474 -0.65059
H: -1.97779 -0.17784 -0.78891
H: -2.93857 2.10597 -1.36318
Se: 0.12293 2.65114 1.98944
Sb: -0.19153 3.33253 4.37987
Se: -2.49964 2.39735 4.92905
Se: -1.86834 0.23582 4.21563
Se: -0.30781 5.72462 4.72011
F: -1.07379 -1.22725 -6.66574
C: -0.56813 -0.79823 -5.50109
C: 0.33662 0.24738 -5.46635
F: 0.70499 0.83189 -6.61512
C: 0.85329 0.68381 -4.26036
F: 1.72304 1.69948 -4.31372
C: 0.50962 0.11597 -3.03189
Se: 1.24758 0.73724 -1.39307
C: -0.40398 -0.93026 -3.12223
F: -0.82789 -1.56917 -2.00418
C: -0.93981 -1.39058 -4.31078
F: -1.81598 -2.40704 -4.31607
N: 3.70362 -0.16630 3.45123
C: 3.54123 -1.33304 2.77939
O: 4.42465 -2.16403 2.69388
C: 2.19995 -1.56427 2.14389
C: 2.05066 -2.64978 1.29219
C: 0.82945 -2.85711 0.68343
C: -0.19413 -1.96237 0.92125
N: -0.06301 -0.91938 1.74898
C: 1.11284 -0.73745 2.35900
H: 4.61622 0.03035 3.82413
H: 3.03026 0.57758 3.40931
H: 2.89787 -3.29935 1.12042
H: 0.66760 -3.67359 -0.00467
H: -1.15116 -2.06657 0.43078
H: 1.14246 0.11195 3.02683

The frontier orbital gap (alpha / beta) comes out at 6.7 / 5.0 eV. Its total charge is -1. As for the LUMO energy (alpha / beta): 1.7 / 0.0 eV. The spin multiplicity is 5. The value obtained for the highest occupied orbital energy (alpha / beta) is -4.99 / -5.01 eV.

Which one sits at the top of the stability order? (x) does.

(w)
C5H16O2 | wB97M-V/def2-TZVPD

Geometry (Å):
C: -2.99565 -1.31953 1.12082
C: -2.26252 -0.14177 0.43670
C: -0.83888 0.40762 0.89878
C: -0.25392 1.61097 0.10124
C: 0.11685 -0.86632 0.96207
H: -2.42479 -2.22094 1.15184
H: -3.13357 -1.03387 2.14699
H: -3.99143 -1.40948 0.61158
H: -2.18257 -0.34121 -0.56743
H: -2.82142 0.85971 0.59740
H: -0.90065 0.72602 2.01851
H: 0.88284 1.64183 0.26135
H: -0.78800 2.63592 0.30392
H: -0.28654 1.60532 -1.01412
H: -0.13725 -1.70199 1.59995
H: 1.12497 -0.47431 1.30107
H: 0.17748 -1.32302 -0.01572
O: 1.99649 0.47453 -2.79940
H: 2.83750 0.07460 -2.47729
H: 1.86344 -0.03791 -3.60513
O: 4.63620 -0.08164 -0.88638
H: 4.34694 0.77198 -0.44925
H: 5.03450 0.14345 -1.69751

The frontier orbital gap comes out at 10.7 eV. The SMILES is CCC(C)C.O.O. As for the LUMO energy: 0.5 eV. The value obtained for the highest occupied orbital energy is -10.13 eV.

(x)
C5H16O2 | wB97M-V/def2-TZVPD

Geometry (Å):
C: 1.90470 -2.50837 0.92102
C: 1.04434 -1.30314 0.55230
C: 1.49380 -0.64938 -0.75497
C: 0.46684 0.34837 -1.31711
C: -0.63977 -0.34702 -2.09599
H: 1.62026 -3.34201 0.29539
H: 2.94729 -2.29185 0.70456
H: 1.80285 -2.72411 1.97795
H: 0.01155 -1.65518 0.39859
H: 1.00032 -0.56683 1.34984
H: 2.43855 -0.14773 -0.57752
H: 1.69900 -1.41633 -1.50559
H: 0.11127 0.95344 -0.47812
H: 0.97408 1.04863 -1.97948
H: -0.20050 -1.07165 -2.79384
H: -1.23569 -0.97584 -1.44638
H: -1.33121 0.30573 -2.64075
O: -1.75416 2.31521 4.08115
H: -2.37348 3.00678 3.78780
H: -2.35562 1.62617 4.39498
O: -2.84620 3.12881 -0.75580
H: -2.11051 3.73010 -0.62092
H: -2.66771 2.53621 -1.49709

The frontier orbital gap comes out at 11.7 eV. The SMILES is CCCCC.O.O. As for the LUMO energy: 0.8 eV. The value obtained for the highest occupied orbital energy is -10.96 eV.

Which one sits at the top of the stability order? (x) does.

(w)
C4H7N4 | wB97M-V/def2-TZVPD

Geometry (Å):
C: 1.16256 1.33572 0.84344
C: 0.17900 0.73589 1.63704
C: -0.21909 -1.83997 -0.99102
C: -0.55521 0.91789 -0.40060
N: 0.65149 1.40510 -0.39782
N: -0.83283 0.41242 0.76644
N: 0.91971 -1.36968 -0.89708
N: -1.37330 -1.95751 -1.22270
H: 2.03898 1.94427 1.15231
H: 0.18125 0.19222 2.62559
H: -1.13722 0.63179 -1.29683
H: 1.18616 1.62998 -1.13115
H: 1.66170 -1.99545 -1.09971
H: -2.07082 -2.16823 -0.53321
H: -1.79237 0.12557 0.94528

The frontier orbital gap comes out at 11.1 eV. Its total charge is +1. As for the LUMO energy: -3.2 eV. The value obtained for the highest occupied orbital energy is -14.23 eV.

(x)
C4H7N4 | wB97M-V/def2-TZVPD

Geometry (Å):
C: 0.30529 1.87572 -0.05023
N: 1.43826 1.55929 0.30826
N: 2.24952 0.65102 0.38100
C: 2.33209 -0.59422 -0.22343
N: 1.29682 -1.29719 -0.40960
C: 0.17894 -1.40123 0.39542
N: -0.65610 -0.27558 0.61668
C: -0.70647 0.72993 -0.27779
H: 0.09864 2.88125 -0.43658
H: 3.13826 -0.81379 -0.89512
H: -0.41240 -2.22360 -0.08485
H: 0.49938 -1.75358 1.41547
H: -0.94008 -0.23264 1.55892
H: -1.63513 1.16866 -0.33384
H: -0.54665 0.48576 -1.32858

The frontier orbital gap (alpha / beta) comes out at 6.9 / 6.9 eV. The SMILES is C1=[N+]=N/C=N\CNC1. Its total charge is +1. As for the LUMO energy (alpha / beta): -7.2 / -7.2 eV. The value obtained for the highest occupied orbital energy (alpha / beta) is -14.07 / -14.07 eV.

Which one sits at the top of the stability order? (w) does.

(w)
C3H13N2O | wB97M-V/def2-TZVPD

Geometry (Å):
N: -0.15247 0.12117 1.34750
C: 0.05073 -0.81819 0.12002
C: 1.45214 -0.69421 -0.49494
C: -1.22636 -0.44450 -0.71333
N: -1.61186 -1.51329 -1.61379
H: -1.16795 0.00395 1.58766
H: 0.05355 1.23762 1.33645
H: 0.28354 -0.25222 2.23033
H: -0.07049 -1.83666 0.57114
H: 1.65180 0.25083 -0.93883
H: 1.38458 -1.43215 -1.36595
H: 2.10894 -1.15589 0.15121
H: -1.99887 -0.45479 0.08173
H: -1.20002 0.52906 -1.30346
H: -2.57636 -1.69396 -1.57054
H: -1.36982 -1.15438 -2.56552
H: 1.04678 3.55049 1.42327
H: 2.18957 2.47521 1.37815
O: 1.29450 2.67739 0.92223

The frontier orbital gap comes out at 10.0 eV. Its total charge is +1. As for the LUMO energy: -3.4 eV. The value obtained for the highest occupied orbital energy is -13.34 eV.

(x)
C3H13N2O | wB97M-V/def2-TZVPD

Geometry (Å):
N: 0.89021 0.37599 -1.38046
C: -0.09350 0.14486 -0.24001
C: 0.78077 -0.14896 0.98311
C: -0.72841 1.49417 0.00970
N: -1.70905 1.38519 1.03934
H: 0.33947 0.84082 -2.11214
H: 1.67784 0.94517 -1.07707
H: 1.27284 -0.48489 -1.77261
H: -0.75978 -0.66170 -0.51160
H: 1.26031 0.73300 1.39671
H: 0.18675 -0.66005 1.74026
H: 1.54866 -0.90206 0.74936
H: -1.18239 1.87449 -0.93268
H: 0.00864 2.24664 0.28568
H: -2.43173 0.70719 0.85877
H: -2.08551 2.22956 1.43858
H: 0.98932 -3.46126 0.28708
H: -0.30738 -3.66337 -0.50248
O: 0.34293 -2.99482 -0.25955

The frontier orbital gap comes out at 9.6 eV. Its total charge is +1. As for the LUMO energy: -3.3 eV. The value obtained for the highest occupied orbital energy is -12.96 eV.

Which one sits at the top of the stability order? (x) does.